[1]
The following is a DFT calculation (ωB97M-V/def2-TZVPD) of C50H52CoO6P3SSi as an isolated structure.

Results
**Total energy**: -149190.476 eV
**Gap between HOMO and LUMO (spin up / spin down)**: 6.86 / 7.65 eV
**Total charge**: -1
**Largest force on an atom**: 0.624 eV/Å
**Expectation value of S²**: 3.7608
**2S+1**: 4

Geometry as XYZ:
```
114
Properties=species:S:1:pos:R:3:forces:R:3:lowdin_spin:R:1
Co -0.13018 -0.54009 0.55592 -0.29 0.08 0.04 2.67
C -2.76602 2.82136 2.27411 -0.06 -0.04 -0.08 0.00
C -2.16846 1.44113 2.51043 0.00 -0.04 -0.01 0.00
C -2.34350 1.03703 3.97160 0.00 0.05 0.00 0.00
O -0.79190 1.40796 2.14387 0.23 0.02 -0.01 0.02
C -2.88375 0.38940 1.63026 -0.04 0.16 -0.21 0.00
O -4.10252 0.29382 1.75957 -0.02 -0.05 0.01 0.00
O -2.16624 -0.30327 0.83206 0.25 -0.10 0.05 0.03
H -2.34288 3.54514 2.97693 0.02 0.00 -0.01 0.00
H -3.84424 2.77158 2.42022 0.00 0.02 0.03 0.00
H -2.56170 3.16684 1.26062 0.01 -0.01 0.01 0.00
H -1.88734 1.78073 4.63100 0.02 0.00 -0.01 0.00
H -1.87053 0.07478 4.15943 0.04 -0.08 0.01 0.00
H -3.40603 0.95740 4.19938 0.01 0.01 0.02 0.00
H -0.33004 2.21025 2.42078 -0.04 -0.07 0.01 0.00
C 0.08185 -3.76978 3.09010 0.00 0.03 -0.04 0.00
P -0.95059 -2.83949 1.89055 0.08 -0.08 0.12 0.04
C -2.56109 -2.80421 2.76937 0.01 0.05 -0.07 0.01
C -1.25337 -4.20250 0.68513 -0.02 0.05 -0.01 0.01
C -1.68925 -5.45957 1.10657 0.02 -0.04 0.00 0.00
C -1.84479 -6.50234 0.21173 0.00 -0.01 0.02 0.00
C -1.55606 -6.30119 -1.13129 0.02 0.00 -0.03 0.00
C -1.15323 -5.05183 -1.56770 0.00 -0.01 0.00 0.00
C -1.01410 -3.98764 -0.67403 0.01 0.06 0.07 0.00
P -0.69418 -2.27515 -1.26499 -0.22 -0.01 -0.18 0.02
C 0.06011 -2.55869 -2.90596 0.08 0.02 0.09 0.01
C -2.40235 -1.86374 -1.79639 -0.06 -0.09 0.11 0.00
H -0.34728 -4.74604 3.31827 0.00 0.01 0.04 0.00
H 0.18084 -3.19320 4.00959 0.02 0.01 -0.01 0.00
H 1.07934 -3.90588 2.67180 -0.01 0.00 0.01 0.00
H -2.73698 -3.72738 3.32477 -0.03 -0.01 -0.03 0.00
H -3.35896 -2.63786 2.04596 0.00 0.03 0.00 0.00
H -2.58200 -1.96312 3.46089 0.04 0.00 0.05 0.00
H -1.90602 -5.63170 2.15390 0.00 0.01 0.01 0.00
H -2.17996 -7.47156 0.55962 0.00 0.00 0.00 0.00
H -1.65404 -7.11565 -1.83853 0.00 0.01 0.00 0.00
H -0.95221 -4.90477 -2.62005 0.00 0.01 -0.01 0.00
H -0.64902 -3.03795 -3.58230 0.01 -0.03 0.01 0.00
H 0.96353 -3.16173 -2.81323 0.01 0.00 -0.01 0.00
H 0.36840 -1.59680 -3.30958 -0.03 -0.01 0.00 0.00
H -2.88556 -2.74702 -2.21970 0.02 0.04 -0.04 0.00
H -2.34703 -1.08784 -2.55369 0.00 0.21 -0.12 0.00
H -2.97061 -1.47904 -0.95136 0.00 -0.02 0.01 0.00
O 2.10893 -0.35912 -2.85163 -0.03 0.02 -0.01 0.00
S 1.77024 0.88002 -2.18251 0.16 -0.02 0.18 0.01
O 2.87424 1.78836 -1.96164 0.08 0.02 -0.11 0.00
O 1.00542 0.67097 -0.93602 -0.56 0.15 -0.24 0.04
C 0.77516 1.78610 -3.39646 -0.15 0.05 0.07 0.00
C 1.51759 2.02161 -4.55863 0.00 -0.05 0.06 0.00
C 1.02229 2.81146 -5.57332 0.04 -0.01 -0.02 0.00
C -0.21805 3.41874 -5.42256 -0.02 0.04 -0.06 0.00
C -0.95601 3.18764 -4.28187 0.07 0.11 0.02 0.00
C -0.50348 2.33824 -3.26268 0.24 0.03 -0.05 0.00
P -1.58749 2.04685 -1.80128 0.13 -0.09 0.14 0.00
C -1.32839 3.67497 -0.98590 -0.01 0.05 -0.09 0.00
C -0.20100 3.77761 -0.17050 0.01 -0.01 -0.03 0.00
C 0.09538 4.96808 0.47494 -0.01 0.03 0.03 0.00
C -0.73810 6.06854 0.32366 -0.02 -0.02 -0.02 0.00
C -1.85349 5.97845 -0.49625 0.00 0.02 0.01 0.00
C -2.14262 4.79110 -1.15504 -0.03 -0.01 0.00 0.00
C -3.26174 2.21753 -2.53028 0.02 -0.25 0.02 0.00
C -4.32169 2.47677 -1.66083 -0.05 -0.02 0.01 0.00
C -5.63637 2.38110 -2.08650 -0.01 0.00 -0.01 0.00
C -5.92187 2.01236 -3.39368 -0.01 0.01 -0.03 0.00
C -4.87964 1.73356 -4.26537 -0.06 0.00 0.02 0.00
C -3.56424 1.82749 -3.83515 0.00 -0.09 -0.06 0.00
H 2.50204 1.57883 -4.63088 0.00 0.01 -0.04 0.00
H 1.60901 2.97688 -6.46798 0.02 0.00 0.00 0.00
H -0.60600 4.07323 -6.19318 0.00 0.02 0.00 0.00
H -1.91665 3.67691 -4.16987 0.10 0.00 0.00 0.00
H 0.44847 2.91840 -0.05107 0.03 -0.03 0.04 0.00
H 0.97590 5.02793 1.10155 -0.01 -0.01 0.00 0.00
H -0.51594 6.99479 0.83908 0.00 0.01 0.00 0.00
H -2.50081 6.83696 -0.62828 -0.01 0.00 0.00 0.00
H -3.01518 4.73699 -1.79498 0.02 0.00 0.01 0.00
H -4.12146 2.73478 -0.62905 0.02 -0.03 0.08 0.00
H -6.43704 2.57022 -1.38365 -0.02 0.02 0.00 0.00
H -6.94890 1.92785 -3.72616 0.00 0.01 0.00 0.00
H -5.08862 1.43020 -5.28426 0.00 0.00 0.01 0.00
H -2.76473 1.59342 -4.52923 -0.12 -0.06 0.07 0.00
C 5.80804 -1.97826 -0.19878 0.01 0.00 0.00 0.00
C 4.55366 -2.36371 -0.64302 0.00 -0.01 -0.01 0.00
C 3.41500 -1.85363 -0.03021 -0.01 0.00 -0.02 0.00
C 3.49593 -0.95197 1.02866 -0.06 0.05 -0.01 0.01
C 4.77357 -0.57416 1.45607 -0.01 -0.02 0.00 0.00
C 5.91671 -1.07963 0.85666 0.00 0.00 0.00 0.00
Si 1.91538 -0.29245 1.87007 0.31 -0.11 0.26 0.05
C 2.01960 -1.11282 3.60560 -0.03 -0.02 -0.07 0.01
C 1.10888 -0.75822 4.60661 0.00 -0.08 0.00 0.00
C 1.10980 -1.36153 5.85632 0.00 0.00 0.03 0.00
C 2.03077 -2.36155 6.14074 0.01 0.01 0.01 0.00
C 2.94505 -2.73650 5.16675 -0.02 -0.03 0.00 0.00
C 2.93784 -2.11782 3.92232 0.03 0.07 0.00 0.00
C 2.40503 1.52738 2.25985 -0.05 -0.01 -0.01 0.01
C 2.40536 2.09983 3.53584 -0.04 -0.01 0.00 0.00
C 2.78289 3.42254 3.74632 -0.02 0.02 0.00 0.00
C 3.18574 4.21130 2.67937 0.01 -0.02 0.01 0.00
C 3.20739 3.66178 1.40386 0.06 0.00 0.01 0.00
C 2.81757 2.34574 1.19986 0.03 -0.04 -0.01 0.00
H 6.69936 -2.36236 -0.68057 0.00 -0.01 0.00 0.00
H 4.45847 -3.04258 -1.48174 0.00 -0.01 0.00 0.00
H 2.43813 -2.14524 -0.40400 -0.01 0.02 -0.02 0.00
H 4.87187 0.13224 2.27406 0.00 0.02 0.00 0.00
H 6.89480 -0.76812 1.20475 0.00 0.00 0.00 0.00
H 0.37642 0.00718 4.39504 -0.15 0.12 -0.03 0.00
H 0.38990 -1.05732 6.60797 -0.01 0.01 -0.01 0.00
H 2.03835 -2.83847 7.11340 -0.01 -0.02 0.00 0.00
H 3.66330 -3.52118 5.37557 0.02 0.02 0.00 0.00
H 3.66534 -2.42167 3.17872 0.01 -0.04 0.00 0.00
H 2.12718 1.50426 4.39666 0.00 0.00 0.00 0.00
H 2.77052 3.83162 4.75024 0.01 0.00 0.01 0.00
H 3.48760 5.23943 2.84119 0.00 0.01 0.00 0.00
H 3.53164 4.25562 0.55707 -0.01 0.00 -0.02 0.00
H 2.85607 1.94969 0.19315 0.01 0.03 0.03 0.00
```
Positions in Å, forces in eV/Å.

***

[2]
The following is a DFT calculation (ωB97M-V/def2-TZVPD) of C50H52MoN2O2PS4Sb as an isolated structure in a non-equilibrium geometry.

Results
**Total energy**: -120798.426 eV
**Gap between HOMO and LUMO (spin up / spin down)**: 5.62 / 5.62 eV
**Total charge**: -2
**Largest force on an atom**: 2.384 eV/Å

Geometry as XYZ:
```
113
Properties=species:S:1:pos:R:3:forces:R:3:mulliken_charge:R:1
Mo -0.89000 -0.11648 0.63194 -0.21 -1.72 1.63 -0.78
O -2.93790 3.30737 1.66034 -0.11 0.22 0.08 -0.71
C -2.81647 2.10303 1.55997 0.48 -0.54 0.03 -0.29
O -1.63654 1.50071 1.59460 -0.28 0.59 -0.22 0.35
C -3.92104 1.12904 1.33370 0.40 0.28 0.04 -1.26
P -3.36316 -0.07784 -0.02840 -0.93 -0.40 -0.58 2.69
C -4.89245 -1.08235 0.27862 0.05 -0.04 0.02 0.21
C -4.81442 -2.29500 0.95011 -0.04 -0.06 -0.02 0.61
C -5.96255 -3.01886 1.25067 -0.04 0.01 -0.05 -0.38
C -7.20691 -2.52997 0.88285 0.03 0.10 -0.05 -0.56
C -7.29963 -1.30915 0.22226 0.05 -0.02 0.00 -0.79
C -6.15099 -0.58592 -0.07123 0.02 -0.04 0.04 -0.72
C -3.84174 0.90664 -1.51703 0.21 0.04 0.07 0.36
C -4.30553 0.24408 -2.65588 0.05 -0.06 0.05 -0.35
C -4.58272 0.94202 -3.81686 -0.01 0.05 -0.02 -0.66
C -4.38061 2.31920 -3.87321 -0.01 -0.07 0.01 -0.55
C -3.94357 2.98933 -2.74499 0.01 -0.06 0.07 -0.68
C -3.69497 2.28604 -1.56694 -0.15 0.06 -0.03 -0.67
H -4.86825 1.61736 1.12051 -0.07 -0.06 -0.02 0.42
H -4.00624 0.47680 2.20484 -0.02 0.03 0.05 0.56
H -3.85481 -2.69565 1.25798 -0.03 0.05 -0.05 -0.40
H -5.84518 -3.96854 1.75942 -0.01 0.07 0.02 0.14
H -8.10368 -3.09535 1.10947 0.01 0.00 -0.01 0.38
H -8.26770 -0.91627 -0.06774 0.00 0.00 -0.01 0.38
H -6.24122 0.36742 -0.57948 0.02 -0.01 0.00 0.39
H -4.44065 -0.83030 -2.62268 0.05 0.01 -0.01 0.51
H -4.93959 0.40853 -4.68973 0.00 0.00 0.00 0.38
H -4.56675 2.86089 -4.79306 -0.01 -0.01 0.00 0.34
H -3.78779 4.06087 -2.77016 -0.01 0.01 0.02 0.43
H -3.40678 2.83431 -0.68398 0.07 0.06 0.04 0.30
C 1.21688 -4.08568 1.76641 -0.06 -0.06 0.02 -1.21
C 1.85966 -3.17845 0.72257 0.02 -0.02 -0.06 2.10
C 3.32977 -3.62078 0.61048 0.01 0.07 -0.09 -1.73
C 1.20036 -3.18951 -0.66189 0.08 -0.17 0.00 1.46
C 1.14693 -4.39994 -1.34523 -0.02 -0.08 0.05 -0.31
C 0.73487 -4.45267 -2.66434 0.01 0.07 -0.04 -1.61
C 0.46195 -3.27192 -3.33834 0.05 -0.04 0.03 -1.35
C 0.49621 -2.02807 -2.70422 -0.07 -0.12 -0.14 1.09
C 0.34836 -0.81107 -3.63236 -0.07 0.07 0.15 0.88
C 1.53473 0.15383 -3.58789 0.03 0.02 -0.03 -1.71
C -0.93917 0.00803 -3.55017 -0.03 -0.07 -0.02 -1.77
C 0.76855 -2.02198 -1.32512 0.14 0.34 0.27 -0.52
N 0.70201 -0.82339 -0.52872 0.31 0.05 -0.63 2.03
C 1.94467 -0.25707 -0.29442 -0.01 -0.69 -0.54 -1.59
C 1.99033 0.72489 0.62508 0.20 0.60 0.74 -1.33
N 0.80340 1.04932 1.24413 0.22 -0.06 0.07 2.73
C 0.89899 2.28894 1.98088 -0.11 -0.09 -0.53 -1.39
C 0.84929 3.49678 1.25158 -0.06 0.25 -0.02 1.20
C 0.96035 4.70387 1.93818 0.08 0.00 0.02 -1.10
C 1.16491 4.75324 3.30300 0.01 -0.05 -0.02 -1.27
C 1.28268 3.56323 3.99159 -0.01 -0.01 -0.03 -1.02
C 1.16731 2.32115 3.36218 -0.02 0.03 0.15 1.31
C 1.40372 1.13099 4.28986 -0.01 -0.05 -0.16 0.37
C 2.62922 0.28853 3.92958 0.00 -0.03 -0.03 -1.22
C 0.19568 0.22770 4.48254 -0.10 0.04 0.16 -0.92
C 0.71889 3.66936 -0.26979 0.05 -0.23 0.03 0.22
C 1.99878 3.39175 -1.06798 0.06 0.11 0.00 -1.85
C -0.45615 2.96541 -0.92909 -0.08 0.05 0.04 -0.89
C 3.37395 1.26079 0.71929 -0.37 -0.33 -0.02 0.75
C 4.02026 2.23176 1.42165 0.38 0.23 0.11 0.59
C 5.41510 2.44795 1.17607 -0.33 0.01 0.11 -1.18
C 6.12128 1.71879 0.26306 0.02 -0.14 -0.14 -1.16
C 5.46393 0.69310 -0.48211 0.28 0.02 -0.06 1.32
C 6.05072 -0.15276 -1.47259 -0.01 0.16 0.16 -1.24
C 5.27316 -1.07847 -2.10643 -0.34 -0.13 0.00 -1.07
C 3.87854 -1.24178 -1.82331 0.37 -0.24 -0.26 0.23
C 3.29735 -0.45063 -0.88088 -0.38 0.20 0.36 1.10
C 4.12365 0.50459 -0.22380 -0.24 0.01 0.06 -1.42
H 1.84915 -4.09914 2.65943 -0.02 -0.03 0.00 0.42
H 1.10310 -5.11036 1.41075 0.02 -0.03 -0.01 0.15
H 0.23979 -3.72638 2.07302 -0.03 -0.02 -0.02 -0.18
H 1.83969 -2.16066 1.10772 -0.02 0.02 0.02 -1.48
H 3.38342 -4.68380 0.35865 0.01 0.01 0.02 0.40
H 3.82744 -3.47614 1.57278 0.00 -0.03 0.00 0.42
H 3.88741 -3.06468 -0.14015 -0.02 0.01 -0.01 0.27
H 1.41906 -5.31580 -0.82974 -0.07 0.05 -0.03 0.33
H 0.66121 -5.40627 -3.17336 -0.01 0.02 0.00 0.34
H 0.21994 -3.30767 -4.39569 -0.01 0.00 0.00 0.35
H 0.35072 -1.25285 -4.63350 0.03 -0.03 -0.03 0.62
H 1.56010 0.70855 -2.64807 0.00 -0.04 -0.05 0.17
H 1.43241 0.87816 -4.40154 0.00 0.02 0.02 0.70
H 2.49168 -0.35392 -3.70796 -0.08 0.03 -0.02 0.32
H -1.01392 0.55302 -2.61145 0.00 0.02 0.02 0.04
H -1.82742 -0.61479 -3.63168 0.00 -0.02 0.00 0.38
H -0.94468 0.73726 -4.36828 0.00 -0.02 0.02 0.60
H 0.89255 5.62941 1.37708 -0.01 0.00 0.00 0.34
H 1.24061 5.70330 3.81867 0.00 -0.01 0.00 0.33
H 1.47552 3.58313 5.05845 -0.01 0.00 0.00 0.29
H 1.61462 1.58661 5.26107 0.04 0.04 0.01 0.60
H 2.45728 -0.28615 3.01712 0.00 0.03 0.01 -0.12
H 2.83189 -0.42101 4.73734 -0.02 0.00 -0.02 0.56
H 3.51897 0.90233 3.78267 0.00 -0.01 0.01 0.34
H 0.10901 -0.47405 3.66340 -0.03 -0.02 -0.05 -0.50
H -0.73579 0.79439 4.53652 0.01 0.01 0.00 0.29
H 0.30325 -0.35014 5.40620 0.01 0.01 -0.03 0.51
H 0.52165 4.73781 -0.38354 -0.02 0.04 -0.05 0.82
H 2.17551 2.32299 -1.18919 -0.02 0.10 -0.02 0.28
H 2.88148 3.82807 -0.59586 -0.04 0.00 -0.02 0.31
H 1.89268 3.82680 -2.06659 -0.01 -0.01 0.01 0.58
H -0.33302 1.88014 -0.91236 0.05 0.03 -0.09 -0.07
H -0.52952 3.26396 -1.97921 -0.01 -0.01 0.01 0.64
H -1.37626 3.23129 -0.41979 -0.07 -0.04 0.03 0.20
H 3.50513 2.84851 2.14759 0.04 0.02 -0.02 0.42
H 5.92130 3.22616 1.73527 -0.02 0.01 0.02 0.43
H 7.17460 1.91804 0.09830 0.00 -0.02 -0.01 0.37
H 7.10363 -0.05908 -1.71428 0.00 0.01 0.01 0.38
H 5.72284 -1.72425 -2.85179 -0.02 -0.01 -0.01 0.41
H 3.31344 -1.99943 -2.35312 0.04 -0.01 0.02 0.62
S -3.82477 -5.35333 2.67021 0.06 -0.01 0.09 -0.66
Sb -2.20408 -5.01201 1.10560 -0.04 -0.49 -0.01 0.60
S -1.23450 -1.68336 2.06272 0.38 1.36 -0.37 -0.91
S -2.18614 -1.56635 -0.96373 0.33 0.71 -0.13 -0.33
S -1.17228 -7.02010 0.78499 0.06 0.07 -0.11 -0.70
```
Positions in Å, forces in eV/Å.